{
  "formula": "C23H52O8",
  "method": "the ωB97M-V functional and the def2-TZVPD basis",
  "symbols": ["C", "C", "C", "O", "C", "H", "H", "H", "H", "H", "H", "H", "H", "C", "C", "C", "O", "C", "H", "H", "H", "H", "H", "H", "H", "H", "C", "C", "C", "O", "C", "H", "H", "H", "H", "H", "H", "H", "H", "C", "C", "C", "O", "C", "H", "H", "H", "H", "H", "H", "H", "H", "C", "C", "C", "O", "C", "H", "H", "H", "H", "H", "H", "H", "H", "C", "O", "H", "H", "H", "H", "C", "O", "H", "H", "H", "H", "C", "O", "H", "H", "H", "H"],
  "xyz": [[2.6887, -2.1296, 3.7464], [4.1489, -1.7174, 3.4415], [4.8704, -3.0320, 3.2208], [3.8576, -4.0451, 3.2078], [2.8343, -3.5935, 4.0887], [2.1089, -1.9479, 2.8685], [2.3389, -1.5000, 4.5655], [4.5728, -1.1070, 4.2436], [4.2589, -1.0403, 2.5627], [5.5387, -3.2539, 4.0563], [5.4927, -3.0992, 2.3223], [3.2378, -3.8346, 5.0774], [1.9972, -4.2257, 3.9082], [-1.5727, -3.8651, -0.2223], [-0.2585, -4.1560, 0.5368], [0.7303, -3.1147, -0.0327], [0.0053, -2.1210, -0.6553], [-1.1886, -2.7469, -1.2030], [-2.3685, -3.5232, 0.4266], [-1.8264, -4.8127, -0.7004], [0.0551, -5.1421, 0.2312], [-0.3223, -4.0357, 1.5892], [1.4221, -3.5560, -0.7213], [1.3474, -2.6207, 0.7421], [-0.8634, -3.1407, -2.1360], [-1.9616, -2.0295, -1.4048], [-3.3353, -0.9965, 2.4178], [-2.0180, -1.6930, 2.7423], [-1.3390, -0.7300, 3.7258], [-1.8383, 0.5810, 3.2951], [-3.2128, 0.3676, 3.0764], [-4.0787, -1.5604, 2.9528], [-3.4039, -0.9910, 1.3561], [-1.4682, -1.8640, 1.8324], [-2.1371, -2.6996, 3.1592], [-0.2370, -0.7600, 3.7151], [-1.6607, -0.9400, 4.7705], [-3.5442, 1.2269, 2.5012], [-3.6614, 0.3456, 4.0533], [-0.6155, 4.7558, -3.3775], [-0.3649, 4.3473, -1.9646], [1.1440, 4.2747, -1.9425], [1.6289, 5.2388, -2.8870], [0.5432, 5.6334, -3.7570], [-1.5987, 5.3254, -3.4735], [-0.7140, 3.9067, -4.1079], [-0.8050, 3.3832, -1.6427], [-0.6977, 5.1341, -1.2885], [1.3953, 3.2626, -2.3026], [1.7031, 4.3978, -1.0125], [0.8190, 5.5032, -4.8379], [0.2133, 6.6760, -3.5456], [-2.7763, 1.1695, -2.5545], [-3.5994, 0.0889, -3.1996], [-4.6042, -0.2662, -2.1098], [-3.9253, -0.0387, -0.8576], [-2.7446, 0.7413, -1.1241], [-3.2450, 2.1301, -2.7214], [-1.7527, 1.1174, -2.9504], [-3.0398, -0.7793, -3.5156], [-4.1470, 0.4274, -4.0675], [-5.0754, -1.2515, -2.1148], [-5.4402, 0.4101, -2.1688], [-1.8551, 0.1439, -0.8839], [-2.8257, 1.6083, -0.4437], [4.1829, 2.5913, -0.7731], [3.6917, 2.2052, 0.5317], [5.0424, 1.9651, -0.9442], [3.4752, 2.3344, -1.5386], [4.4496, 3.6577, -0.8020], [3.4925, 3.0492, 0.9565], [0.5893, -0.2611, -3.6537], [0.3179, 0.6888, -2.6509], [0.7820, 0.1995, -4.6005], [1.4913, -0.8795, -3.3997], [-0.2617, -0.9811, -3.7783], [0.8346, 0.5782, -1.8350], [0.5029, 1.0611, 0.8453], [1.4760, 0.8478, -0.1683], [-0.3768, 0.4958, 0.5952], [0.9206, 0.7166, 1.7919], [0.2858, 2.1129, 0.8738], [2.2742, 1.3816, 0.0440]],
  "forces_ev_per_a": [[1.0, 0.8, 0.9], [0.2, 1.3, -0.7], [0.3, -0.8, 0.4], [0.3, 0.1, -0.9], [1.3, -0.4, -0.3], [-0.7, -0.2, -0.5], [-0.4, -0.2, 0.0], [0.0, -0.4, 0.2], [-0.5, -0.6, 0.4], [0.1, 0.1, 0.2], [-0.5, 0.0, 0.0], [-0.5, 0.6, 0.5], [-0.9, -0.3, -0.1], [0.5, 0.1, 0.0], [0.3, 0.7, -1.4], [0.7, -0.1, 1.4], [-2.0, 1.0, -0.4], [1.1, -0.3, 0.6], [-0.2, -0.1, 0.2], [-0.6, 0.4, -0.2], [0.3, -0.4, 0.5], [-0.2, -0.2, 1.0], [0.5, -0.6, -0.6], [-0.3, -0.3, -0.2], [0.0, -0.7, -1.1], [-0.2, 0.6, 0.2], [0.4, -0.5, 0.9], [0.6, -0.3, 0.7], [-0.1, 0.5, -0.3], [1.6, -1.1, 0.6], [0.6, 0.3, -0.4], [-0.9, -0.1, -0.5], [-0.9, 0.2, -0.7], [0.6, 0.4, -0.3], [-0.2, 0.2, 0.2], [-0.5, 0.3, -0.2], [0.0, 0.2, -0.5], [-0.4, -0.1, -0.1], [-0.8, 0.1, 0.5], [-2.6, -0.4, -1.9], [0.2, -0.3, 1.4], [0.7, -1.1, -0.8], [-0.4, 0.4, -0.3], [0.2, 0.4, -0.1], [1.2, -0.7, 0.1], [0.2, 0.4, 0.9], [0.1, 0.5, -0.3], [-0.2, 0.0, 0.1], [0.2, 0.1, 0.0], [-0.4, 0.3, 0.2], [0.0, 0.3, 1.0], [0.8, -0.3, -0.3], [1.0, -0.5, -0.9], [-1.2, -0.7, -0.2], [0.1, 0.2, 0.5], [0.0, -0.5, -0.7], [-0.5, 0.5, 1.5], [0.0, 0.3, 0.1], [-0.4, 0.6, 0.1], [0.5, -0.3, 0.1], [0.0, 0.2, -0.4], [0.6, -0.2, -0.1], [-0.5, 0.6, 0.0], [-0.1, 0.2, -0.1], [0.5, -0.3, -0.1], [0.5, -0.2, 0.5], [0.0, 1.0, -0.2], [0.6, 0.1, -0.2], [-0.6, 0.2, -0.4], [-0.1, -0.4, -0.1], [-0.1, -0.4, 0.3], [0.4, -1.7, 1.1], [-0.2, 0.4, -0.4], [0.0, 0.5, -0.6], [-0.7, 0.4, -0.2], [0.5, 0.5, 0.1], [0.1, -0.3, 0.1], [1.0, -0.2, -0.2], [0.3, -0.1, -0.5], [-0.3, -0.2, 0.0], [-0.3, 0.1, 0.3], [-0.5, 0.6, 0.4], [-0.5, -0.4, 0.1]],
  "mulliken_charge": [0.535, -0.473, -0.441, -0.430, -0.580, -0.518, 0.307, 0.331, 0.108, 0.251, 0.331, 0.296, 0.304, -0.682, -0.419, -0.441, -0.038, 0.008, 0.212, 0.370, 0.445, 0.131, 0.467, -0.105, 0.521, -0.386, -0.245, 0.466, -0.378, -0.423, -0.556, 0.365, -0.075, -0.741, 0.591, -0.037, 0.334, 0.306, 0.322, -0.465, 0.277, 0.100, -0.484, -0.508, 0.371, 0.126, -0.393, 0.364, -0.156, 0.248, 0.272, 0.275, 0.131, -0.759, -0.676, -0.520, 0.759, 0.432, -0.245, 0.196, 0.472, 0.312, 0.403, -0.981, 0.427, -0.517, -0.519, 0.281, 0.124, 0.375, 0.302, -0.665, -0.123, 0.338, 0.255, 0.114, 0.220, -0.165, -0.611, -0.360, 0.247, 0.439, 0.254],
  "smiles": "C1CCOC1.C1CCOC1.C1CCOC1.C1CCOC1.C1CCOC1.CO.CO.CO",
  "relative_energy_kj_mol": 16.2,
  "e_tot_ev": -41070.0862
}

=====

{
  "formula": "C13H52N14O13",
  "method": "the ωB97M-V functional and the def2-TZVPD basis",
  "symbols": ["C", "O", "N", "N", "H", "H", "H", "H", "C", "O", "N", "N", "H", "H", "H", "H", "C", "O", "N", "N", "H", "H", "H", "H", "C", "O", "N", "N", "H", "H", "H", "H", "C", "O", "N", "N", "H", "H", "H", "H", "C", "O", "N", "N", "H", "H", "H", "H", "C", "O", "N", "N", "H", "H", "H", "H", "C", "O", "H", "H", "H", "H", "C", "O", "H", "H", "H", "H", "C", "O", "H", "H", "H", "H", "C", "O", "H", "H", "H", "H", "C", "O", "H", "H", "H", "H", "C", "O", "H", "H", "H", "H"],
  "xyz": [[2.5725, 2.8599, -1.4721], [3.3018, 3.0228, -2.6147], [1.6782, 3.7199, -1.1046], [2.7253, 1.7878, -0.6932], [1.4406, 4.4451, -1.7980], [0.8987, 3.5326, -0.4804], [3.1305, 1.0024, -1.1039], [2.2944, 1.5517, 0.1154], [-0.7174, 0.8929, -4.0326], [-0.0782, 0.6012, -2.9318], [-1.0402, 2.1387, -4.4152], [-0.9759, -0.0400, -4.9325], [-1.1481, 2.7845, -3.5761], [-1.8343, 2.3273, -5.0476], [-0.5603, -0.9902, -4.6920], [-1.1985, 0.2317, -5.9018], [-0.8010, 0.4241, 0.3953], [-1.6666, 1.2664, -0.1299], [-0.8455, -0.1859, 1.5822], [0.1432, -0.0641, -0.3632], [-1.6373, 0.1154, 2.1239], [-0.0462, -0.5884, 2.1385], [0.2420, 0.3610, -1.3567], [0.8874, -0.6612, -0.0268], [1.0760, -2.6257, -3.7679], [0.0257, -2.4397, -4.5986], [2.2493, -2.8827, -4.2528], [0.9562, -2.6476, -2.4620], [2.3270, -2.8293, -5.3201], [3.0483, -2.8901, -3.5713], [0.0419, -2.4589, -2.0458], [1.8852, -2.5545, -1.8944], [3.9506, -1.8019, -2.0967], [3.7556, -0.4611, -2.1162], [4.5558, -2.5751, -2.9126], [3.3980, -2.4640, -1.1581], [4.9869, -2.1563, -3.7929], [5.0665, -3.4442, -2.6115], [3.0024, -1.8949, -0.3937], [3.6077, -3.5013, -0.9316], [-4.0885, 1.8033, 2.1565], [-3.5045, 0.5037, 2.3286], [-3.6551, 2.5877, 1.2722], [-5.1159, 2.2269, 2.7857], [-2.9982, 2.1652, 0.6316], [-4.0550, 3.5224, 1.0644], [-5.6266, 1.4676, 3.4026], [-5.6005, 3.1658, 2.6937], [-1.7913, -2.9716, -0.5007], [-2.5447, -4.0757, -0.8107], [-1.3152, -2.1557, -1.4167], [-1.4251, -2.5551, 0.6828], [-1.8581, -2.0173, -2.2544], [-0.7338, -1.3680, -1.0378], [-1.8064, -3.0535, 1.5667], [-1.1749, -1.5101, 0.9007], [0.2374, 3.2901, 2.1085], [-0.4774, 3.6507, 0.9511], [-0.3645, 2.8105, 2.8017], [0.6984, 4.0654, 2.6238], [1.0218, 2.5653, 1.8991], [-0.8477, 4.4935, 1.0306], [1.5456, 0.2020, 3.7807], [1.0607, -1.0481, 3.3361], [0.6027, 0.6922, 3.8880], [2.0159, 0.8549, 3.1398], [2.2478, 0.1784, 4.5960], [0.6278, -1.4065, 4.0988], [1.1068, -4.3570, 1.8634], [1.0876, -3.2700, 1.0020], [2.2348, -4.5255, 2.1570], [0.6885, -5.2190, 1.3357], [0.4920, -4.1521, 2.6608], [0.1751, -2.9048, 0.7813], [-1.8194, 1.0955, 5.2500], [-2.2093, -0.1390, 4.6867], [-2.6160, 1.5309, 5.7718], [-1.5085, 1.7698, 4.3648], [-0.8939, 1.0111, 5.8330], [-2.7009, -0.0683, 3.8776], [3.8694, -0.5483, 1.2437], [2.5316, -0.9068, 0.8825], [4.3606, -0.3160, 0.3401], [4.4722, -1.3544, 1.7369], [3.8247, 0.2858, 1.8810], [2.0892, -1.1622, 1.7522], [-4.2189, 2.5487, -2.0686], [-5.0726, 1.5466, -1.5986], [-4.9156, 3.4584, -2.1224], [-3.8008, 2.2388, -3.0128], [-3.4346, 2.6115, -1.3113], [-5.5153, 1.8336, -0.7824]],
  "forces_ev_per_a": [[4.4, -0.9, -6.1], [-3.3, -0.7, 5.4], [-2.9, 3.7, 0.0], [1.8, 0.5, -1.6], [0.6, -0.7, 0.6], [0.3, -0.4, 0.0], [1.1, -1.3, -1.2], [-2.1, 0.0, 2.7], [2.3, -2.0, 2.3], [-2.1, 1.3, -3.2], [-1.5, 3.9, 2.0], [0.0, -1.0, -0.6], [0.6, -1.1, -1.5], [0.9, -0.8, 0.4], [-0.4, 0.3, -0.7], [0.2, -0.4, 1.1], [-2.7, 3.3, -2.9], [2.6, -2.9, 2.5], [-0.3, 0.7, 2.9], [2.3, 0.8, -3.4], [-0.6, 0.1, 0.4], [-0.8, 0.7, -1.1], [-0.2, -0.6, 1.4], [0.0, 0.4, 0.2], [-5.8, 0.7, -2.6], [3.4, -0.8, 2.7], [2.9, -0.3, -2.8], [2.5, 0.3, 1.7], [0.1, 0.0, 2.6], [-1.3, -0.4, -2.2], [0.6, -0.5, -0.4], [-3.0, -0.5, -1.3], [-1.0, 9.2, 1.6], [1.3, -6.1, -0.9], [5.9, -2.2, -5.9], [-1.3, -3.8, 5.5], [-0.8, -0.6, 1.9], [-1.1, 1.5, -0.2], [-0.1, -0.7, 0.0], [-0.6, 2.6, -0.7], [3.1, -7.5, 0.8], [-2.9, 5.8, -0.2], [1.9, 3.3, -3.6], [-6.1, -0.9, 5.3], [1.2, -0.1, -0.4], [0.4, -1.4, 0.3], [1.5, 2.4, -1.6], [1.2, -2.0, -0.1], [-5.2, -6.3, -2.8], [3.7, 5.4, 2.0], [-0.4, 1.9, -1.2], [-0.3, -0.2, 5.8], [0.2, -0.1, -0.2], [-1.4, -0.4, -1.0], [0.7, 0.9, -2.4], [-1.1, -2.2, -0.3], [0.4, -0.8, -1.2], [1.1, -1.8, -0.5], [-1.6, -1.0, 1.4], [0.9, 1.9, 0.6], [0.1, 0.0, -0.7], [-0.7, 2.0, 0.4], [-1.7, 0.2, 1.4], [1.9, -0.7, -1.0], [-0.3, 1.3, 1.5], [1.3, 0.4, -2.8], [-0.3, -0.4, 0.9], [-0.6, -0.7, 0.5], [2.4, -0.8, -1.8], [0.6, 1.7, -1.2], [-2.3, 0.1, -0.3], [0.3, -0.4, 0.3], [-1.1, 0.2, 2.5], [0.8, -1.3, 0.6], [1.5, 0.3, -3.4], [1.4, -1.2, 1.8], [-1.0, 0.8, 1.0], [-0.6, -0.4, 1.3], [-0.5, -0.3, 0.2], [-0.9, 0.9, -0.9], [0.1, -1.4, 0.2], [-0.1, -0.2, 2.4], [0.7, 0.6, -1.0], [-0.8, 0.3, -0.3], [0.3, 1.2, 0.8], [0.5, -0.2, -1.7], [-1.4, 1.2, 1.4], [-1.1, -1.4, 0.3], [1.8, -0.5, -0.4], [0.0, 0.1, -0.3], [0.4, 0.8, -0.5], [0.4, -0.2, -0.5]],
  "mulliken_charge": [0.513, -0.757, -0.338, -0.073, 0.255, 0.236, 0.139, 0.031, 0.220, -0.616, -0.523, -0.332, 0.268, 0.262, 0.260, 0.178, -0.065, -0.934, 1.046, 2.236, -0.123, -0.156, 0.476, -1.268, 0.330, -0.914, -0.337, -0.080, 0.287, 0.655, 0.224, 0.284, 0.022, -0.683, -0.301, -0.189, 0.353, 0.215, 0.128, 0.235, 0.374, -0.859, 0.017, -0.397, 0.005, 0.290, 0.334, 0.186, 0.261, -0.828, 0.279, -0.085, 0.255, -0.566, 0.270, 0.359, 0.046, -0.376, -0.293, 0.592, -0.137, 0.204, -0.413, -0.678, -0.046, 0.121, 0.412, 0.278, -0.948, -0.228, 0.219, 0.256, 0.326, 0.450, -0.407, -0.575, 0.363, -0.143, 0.269, 0.387, -1.319, -0.600, 0.561, 0.137, 0.484, -0.050, 0.038, -0.513, 0.299, 0.119, -0.163, 0.270],
  "relative_energy_kj_mol": 1219.6,
  "e_tot_ev": -61799.4905
}

=====

{
  "formula": "C13H12IrN3O11P2S",
  "method": "the ωB97M-V functional and the def2-TZVPD basis",
  "symbols": ["Ir", "O", "P", "O", "O", "O", "P", "O", "O", "O", "H", "H", "O", "C", "C", "C", "C", "C", "C", "C", "O", "N", "O", "O", "H", "H", "H", "H", "N", "C", "S", "C", "C", "C", "N", "C", "C", "H", "H", "H", "H", "H", "H"],
  "xyz": [[0.5094, 0.4619, -0.1535], [-1.2879, 3.3116, -2.3320], [-1.0291, 3.1955, -0.7745], [-1.0733, 4.4717, -0.0715], [0.2849, 2.3900, -0.5694], [-2.1690, 2.1902, -0.2173], [-2.5455, 0.6884, -0.6419], [-2.4551, 0.7382, -2.2571], [-3.8801, 0.3262, -0.1830], [-1.3654, -0.2069, -0.1734], [-1.4649, 2.4428, -2.7289], [-3.3664, 0.7455, -2.5862], [1.0003, -1.4967, 0.1732], [1.1068, -2.3774, -0.7012], [1.0942, -2.2202, -2.1107], [1.3257, -3.3707, -2.8910], [1.3776, -3.2786, -4.2455], [1.1784, -2.0466, -4.8988], [0.9462, -0.9194, -4.1720], [0.8994, -0.9524, -2.7515], [0.6921, 0.1488, -2.1280], [1.6648, -4.4756, -5.0377], [1.6982, -4.3528, -6.2462], [1.8585, -5.5166, -4.4397], [1.2640, -3.3943, -0.3287], [1.4752, -4.3318, -2.4163], [1.2115, -2.0206, -5.9786], [0.7947, 0.0376, -4.6518], [-0.6793, 2.4712, 6.5471], [-0.0251, 1.3883, 6.1102], [0.6645, 0.3490, 7.1837], [0.0796, 1.1835, 4.6328], [0.7748, 0.0985, 4.1137], [0.9005, -0.0572, 2.7528], [0.3833, 0.8103, 1.8666], [-0.3082, 1.8486, 2.3539], [-0.4799, 2.0564, 3.7085], [-0.7850, 2.6056, 7.5376], [-1.1443, 3.1048, 5.9209], [1.2190, -0.6210, 4.7858], [1.4337, -0.9018, 2.3432], [-0.7219, 2.5546, 1.6544], [-1.0571, 2.9214, 4.0016]],
  "forces_ev_per_a": [[-0.2, -0.6, -0.5], [-0.2, 0.0, 0.1], [0.7, 0.3, 0.1], [-0.2, 0.0, -0.1], [-0.1, 0.0, 0.1], [-0.2, -0.3, -0.2], [-0.3, 0.3, 0.1], [0.0, -0.1, 0.1], [0.1, -0.2, 0.0], [0.6, 0.2, 0.1], [0.0, 0.1, 0.0], [0.1, 0.0, -0.1], [-0.1, -0.1, 0.4], [0.1, 0.0, -0.2], [-0.1, 0.3, 0.0], [0.0, -0.1, 0.1], [0.0, 0.0, 0.0], [0.0, 0.0, 0.0], [0.0, 0.1, 0.0], [0.0, -0.2, 0.3], [0.0, 0.4, -0.3], [0.0, 0.0, 0.0], [0.0, 0.0, 0.0], [0.0, 0.0, 0.0], [0.0, 0.0, 0.0], [0.0, 0.0, 0.0], [0.0, 0.0, 0.0], [0.0, 0.0, 0.0], [-0.2, 0.1, -0.5], [0.2, -0.3, 0.6], [0.0, -0.1, -0.1], [-0.1, 0.2, -0.3], [0.1, -0.1, 0.1], [0.1, -0.1, 0.0], [-0.3, 0.1, 0.3], [0.0, 0.1, 0.0], [0.0, 0.0, 0.1], [0.0, 0.0, 0.0], [0.0, 0.0, 0.1], [0.0, 0.0, 0.0], [0.0, 0.0, 0.0], [0.0, 0.0, 0.0], [0.0, 0.0, -0.1]],
  "mulliken_charge": [1.641, -0.577, 0.949, -0.717, -0.480, -0.238, 0.711, -0.428, -0.733, -0.574, 0.405, 0.274, -0.702, 0.065, 0.510, -0.571, -0.351, -0.403, -0.641, 0.615, -0.756, 1.010, -0.618, -0.619, 0.410, 0.495, 0.494, 0.470, -0.280, 0.266, -0.386, 1.304, -0.669, -0.390, -0.056, -0.385, -1.025, 0.199, 0.159, 0.419, 0.465, 0.470, 0.267],
  "e_tot_ev": -72924.8953
}

=====

no.,largest force on an atom (Eh/bohr),HOMO energy (eV)
1,0.063,-9.3
2,0.183,-8.1
3,0.016,-9.3